[1]
Computed, not measured: a molecular structure, C27H27BN5O13S2, with the ωB97M-V functional and the def2-TZVPD basis.

## Properties
Energy, eV: -84842.79890
Total charge: -1
HOMO-LUMO gap, eV: 6.108
Strongest force on any atom, eV/Å: 1.07

Each line ends with the Mulliken charge.
Positions of all 75 atoms, in Å:
S: 2.40266 4.13904 -3.59057  1.103
S: 4.51355 4.68850 -1.93521  1.104
O: 1.38248 4.89106 -4.32061  -0.784
O: -9.13128 2.16307 -0.67994  -0.609
O: 5.46805 5.75582 -1.74177  -0.760
O: 0.83924 -1.02786 -3.04313  -0.523
O: 2.62257 -1.15466 -1.83751  -0.628
O: -0.09526 -2.06827 5.69038  -0.608
O: 3.07441 3.09789 -4.35516  -0.670
O: 0.62956 -3.28997 7.30446  -0.609
O: -2.31804 0.41978 -1.81623  -0.621
O: 0.92610 4.07465 -1.18430  -0.428
O: -10.18797 0.78411 -1.94717  -0.622
O: 3.94518 4.11145 -0.73167  -0.658
O: -2.26472 -1.68115 -1.34961  -0.659
N: 3.42625 5.19168 -2.97125  -0.606
N: 1.71874 -1.64429 -2.48258  1.152
N: -2.07768 -0.51007 -1.07497  1.279
N: -9.16944 1.22576 -1.45135  1.017
N: 0.67883 -2.30420 6.59714  0.999
C: 1.68275 -3.12057 -2.58714  -0.035
C: -0.37921 0.43372 2.65588  -0.090
C: -0.61777 -0.89637 2.33246  -0.300
C: 0.65370 -5.08956 -3.43540  -0.561
C: -5.52782 -0.65583 -2.45027  -0.298
C: 2.62287 -5.24003 -2.05695  -0.429
C: 5.87805 2.34669 -2.03679  -0.635
C: 3.69243 -0.69416 8.08303  -0.422
C: -1.18349 -1.21414 1.10771  -0.542
C: -5.53464 0.40992 -1.56012  -0.115
C: 2.85706 0.70692 6.30989  -0.343
C: -6.71534 -1.09544 -3.02124  -0.532
C: -1.25494 1.14448 0.53631  0.057
C: 2.66963 -1.60214 7.86095  -0.414
C: -6.72534 1.03854 -1.23186  -0.631
C: 2.65771 -3.85885 -1.94420  -0.326
C: -0.69216 1.44970 1.76414  -0.960
C: 5.44693 3.39923 -2.71086  -0.154
C: -7.89495 0.57645 -1.80794  0.094
C: -1.49229 -0.18504 0.23684  -0.221
C: 3.78775 0.45541 7.30887  -0.439
C: 1.62530 -5.85393 -2.80304  -0.427
C: 1.75867 -1.33304 6.85602  -0.110
C: 0.90856 1.83785 -2.42482  -0.776
C: 1.83030 -0.19397 6.07776  0.037
C: -7.91454 -0.47927 -2.70121  -0.392
C: 0.67612 -3.70748 -3.32938  -0.238
B: 1.33191 3.32894 -2.25343  0.489
H: 1.53823 1.23072 -1.77294  0.213
H: -0.37043 -1.68200 3.03343  0.418
H: -6.70867 -1.92317 -3.71750  0.369
H: -8.84785 -0.80769 -3.13270  0.450
H: 2.57888 -2.50170 8.45046  0.449
H: 5.61495 3.52648 -3.77044  0.308
H: 1.60554 -6.93234 -2.89252  0.373
H: -1.48889 1.91953 -0.17747  0.431
H: -0.06985 -3.09224 -3.80996  0.470
H: -6.74954 1.86942 -0.54311  0.436
H: 2.93162 1.60185 5.70751  0.398
H: 0.05661 0.68512 3.61277  0.326
H: -0.49262 2.48188 2.01635  0.407
H: 3.42475 -3.35898 -1.37191  0.470
H: 4.59215 1.15758 7.48303  0.379
H: 1.09778 -0.02190 5.30572  0.312
H: -0.14489 1.72698 -2.16333  0.114
H: -4.59082 -1.13924 -2.69497  0.433
H: 5.55947 2.14733 -1.02257  0.262
H: 4.41876 -0.88725 8.86066  0.364
H: 3.37807 -5.83644 -1.56298  0.367
H: 6.56980 1.65472 -2.50111  0.251
H: -4.60767 0.74981 -1.12227  0.375
H: -0.12403 -5.56859 -4.01466  0.366
H: -1.37641 -2.23913 0.82809  0.505
H: 1.04434 1.51208 -3.45116  0.302
H: 0.63030 4.95679 -1.43057  0.294

=====

[2]
Computed, not measured: a molecular structure, C30H38I2N4OSi2Ti, with the ωB97M-V functional and the def2-TZVPD basis.

## Properties
2S+1: 3
Energy, eV: -94810.98881
HOMO-LUMO gap (alpha / beta), eV: 5.666 / 7.850
⟨S²⟩: 2.01
Energy above the lowest of the compared OMol25 structures with the same formula, charge and spin, kcal/mol: 0.0
Strongest force on any atom, eV/Å: 0.89

Each line ends with the Mulliken spin population.
Positions of all 78 atoms, in Å:
I: -7.07263 -1.21326 2.73985  0.000
I: -4.11178 2.80433 -0.61664  0.001
Ti: -0.14153 0.41789 0.13876  1.511
Si: 2.90984 0.27282 -1.72950  0.035
Si: 1.03918 -2.21221 -1.95684  0.015
O: -2.07907 0.39986 -0.58332  -0.090
N: -1.18081 1.09047 2.13375  0.054
N: 0.08443 2.35719 -0.77413  -0.009
N: -0.87249 -1.54229 1.25700  0.036
N: 1.72084 -0.03898 1.33390  -0.083
C: -4.36563 -1.57746 1.43211  -0.003
C: -5.36080 0.56358 0.98143  0.001
C: -3.20678 1.58871 3.96166  0.002
C: 0.45786 4.72278 -0.74246  -0.007
C: 4.50387 -0.67446 -2.09482  0.003
C: 2.10716 -1.01775 0.46348  -0.152
C: -5.41848 -0.68846 1.57505  -0.001
C: -2.67524 0.31692 3.82390  -0.003
C: 2.34102 1.01412 -3.36249  0.006
C: -0.50125 -1.69406 -2.91169  0.009
C: -4.24045 0.90511 0.24580  -0.002
C: -0.45485 2.48790 -1.99449  0.126
C: -3.14065 0.03993 0.07696  0.010
C: 0.53504 3.46962 -0.17048  0.128
C: 2.15667 -0.05400 2.59563  0.068
C: -2.70929 2.61050 3.17023  0.002
C: -1.70033 2.31204 2.27226  0.025
C: 2.96289 -1.05392 3.10222  -0.011
C: -1.66963 0.10169 2.89635  0.006
C: -0.57495 3.70575 -2.64129  -0.026
C: 0.65478 -3.79686 -0.99093  0.003
C: 1.62048 -0.79854 -0.90955  0.231
C: 2.88810 -2.08224 0.93659  -0.011
C: 3.53483 1.65683 -0.61663  0.013
C: -1.06829 -1.26540 2.68291  0.026
C: -3.24188 -1.22365 0.70324  0.005
C: 3.31550 -2.09766 2.25176  0.032
C: 2.21604 -2.84517 -3.28871  0.000
C: -0.11154 4.84412 -2.00401  0.058
C: -2.06053 -2.14413 0.61827  0.042
H: 1.76601 1.92800 -3.21090  0.000
H: 3.13309 -3.25317 -2.85783  0.000
H: -4.01271 1.77148 4.66041  0.000
H: 1.82433 0.76576 3.22463  0.001
H: -3.06208 -0.51445 4.39802  0.000
H: 0.97337 3.33136 0.81133  -0.013
H: -2.31053 -3.10278 1.08864  0.002
H: 3.21015 1.26791 -3.97459  -0.001
H: -4.40702 -2.55137 1.90576  0.000
H: -0.82818 1.57971 -2.45096  -0.005
H: 0.83735 5.58406 -0.21078  -0.001
H: -0.91570 -2.53332 -3.47638  0.000
H: 2.74957 2.30538 -0.23491  -0.003
H: 4.41343 -1.34856 -2.94569  0.000
H: 5.31283 0.02854 -2.31051  -0.001
H: 1.58287 -4.33819 -0.79249  0.000
H: 0.03418 -4.44333 -1.61731  0.001
H: -0.24101 -0.91463 -3.63371  0.004
H: 4.24623 2.27174 -1.17472  0.000
H: 2.49945 -2.07142 -4.00541  0.000
H: 1.72449 0.31956 -3.93735  0.000
H: 1.72298 -3.64747 -3.84502  0.000
H: 4.06662 1.23764 0.24225  -0.001
H: 3.29623 -1.02296 4.12991  -0.001
H: -6.17319 1.26786 1.09437  0.000
H: -0.08929 -1.29017 3.16482  -0.005
H: -1.28720 -1.28408 -2.27187  0.007
H: 3.93710 -2.90882 2.61060  0.003
H: -0.09030 -2.17868 1.15463  0.010
H: -1.80069 -2.33289 -0.42464  -0.031
H: -1.69434 -2.02269 3.16727  0.001
H: -1.02882 3.75095 -3.62105  -0.003
H: 4.80941 -1.26686 -1.22709  0.000
H: 0.13768 -3.68812 -0.03791  -0.001
H: -3.10894 3.61317 3.21987  0.000
H: -0.19195 5.81243 -2.48102  0.006
H: -1.31003 3.07907 1.61596  -0.017
H: 3.18492 -2.86234 0.24854  -0.002

=====

[3]
Computed, not measured: a molecular structure, C16H25AuN3S, with the ωB97M-V functional and the def2-TZVPD basis.

## Properties
Energy, eV: -35995.33638
Total charge: -1
HOMO-LUMO gap, eV: 4.398
Energy above the lowest of the compared OMol25 structures with the same formula, charge and spin, kcal/mol: 0.0
Strongest force on any atom, eV/Å: 0.32

Each line ends with the Mulliken charge.
Positions of all 46 atoms, in Å:
Au: -0.94010 0.62216 0.85652  -0.158
S: -2.93407 1.75511 1.41110  -0.381
N: 0.74235 -0.26452 0.44037  -0.375
N: -2.65366 3.09628 -0.95928  0.104
N: -1.74353 4.08268 0.77860  -0.127
C: 1.92907 -1.63926 2.80306  0.572
C: 1.27486 -3.70133 -0.90247  -0.796
C: 1.02582 -1.58799 0.36152  -0.312
C: 1.61487 -2.30710 1.47048  1.031
C: 1.21031 -0.53371 -2.60956  -1.675
C: -2.42679 2.98821 0.36808  -0.021
C: 1.94392 -3.65217 1.36886  -0.831
C: -1.82661 4.16883 -1.50799  -0.547
C: 2.87563 -0.44286 2.65612  -1.538
C: -1.08735 -1.44707 -2.14176  -0.974
C: 1.77439 -4.38493 0.19899  -1.163
C: 0.40856 -1.75723 -2.15418  0.692
C: 0.70450 -1.26212 3.64037  -1.344
C: -2.95140 1.95368 -1.80875  -1.010
C: 0.92065 -2.35835 -0.85740  0.897
C: -1.62741 5.06885 -0.28899  -0.547
H: 3.82533 -0.75430 2.21200  0.323
H: 0.01096 -2.10384 3.72122  0.310
H: -3.56294 1.24589 -1.25846  0.342
H: 1.01554 -0.97783 4.65239  0.428
H: -2.02208 1.45809 -2.09099  0.385
H: -3.48438 2.29812 -2.69547  0.327
H: 3.08456 0.00736 3.63458  0.422
H: 1.15336 -4.23238 -1.84482  0.251
H: 0.55716 -2.53775 -2.91040  0.382
H: 2.46633 -2.40460 3.37736  0.324
H: -2.32974 4.66938 -2.33339  0.355
H: 0.79453 -0.12503 -3.54000  0.425
H: 1.17473 0.22504 -1.82632  0.263
H: -2.40818 5.83030 -0.20934  0.294
H: -0.65188 5.55010 -0.28810  0.317
H: -1.44323 -1.24088 -3.15884  0.445
H: -0.87949 3.74993 -1.86410  0.311
H: -1.82134 4.32883 1.75169  0.258
H: 2.36196 -4.14411 2.24511  0.262
H: -1.27748 -0.58524 -1.50721  -0.366
H: 0.17076 -0.42867 3.18775  0.077
H: 2.03284 -5.43572 0.14488  0.315
H: 2.40649 0.29734 2.00690  0.294
H: 2.25370 -0.80260 -2.79279  0.401
H: -1.66155 -2.28459 -1.73733  0.357

=====

[4]
Computed, not measured: a molecular structure, C25H26BrIrN3O3S, with the ωB97M-V functional and the def2-TZVPD basis.

## Properties
Energy, eV: -120672.69810
Total charge: +1
HOMO-LUMO gap, eV: 7.581
Energy above the lowest of the compared OMol25 structures with the same formula, charge and spin, kcal/mol: 7.2
Strongest force on any atom, eV/Å: 0.46

Each line ends with the Mulliken charge.
Positions of all 60 atoms, in Å:
Ir: -0.05771 -1.11153 -0.58166  1.195
Br: 5.81761 0.21589 -5.00119  -0.156
S: 0.55820 -3.07366 0.25833  -0.405
O: -0.07832 -0.02267 -2.34087  -0.698
O: -1.97380 -1.40045 -0.04300  -0.776
O: 1.77443 -0.65752 -1.45798  -0.663
N: -2.15318 -3.72692 -0.00969  -0.254
N: -0.52893 0.75373 0.14931  -0.363
N: -0.72744 -5.33676 0.67570  0.117
C: 0.82330 1.34411 3.55471  -0.697
C: -6.79341 -2.10763 -0.88232  -0.397
C: -4.07313 -2.37113 -0.39738  0.495
C: -2.62269 -6.21065 2.01117  -1.171
C: 0.35050 1.18332 1.21999  0.715
C: 1.19705 -0.12443 -2.45759  1.078
C: -6.28795 -3.30984 -0.40550  -0.728
C: -4.58636 -1.16551 -0.87411  -0.417
C: 3.28621 0.09615 -3.73293  -0.381
C: 1.31076 -6.47661 -0.15255  -0.973
C: -0.03240 0.96456 2.53174  -0.369
C: 3.29547 1.18375 -5.88267  -0.311
C: 3.96310 0.52663 -4.85803  -0.087
C: 2.04442 1.93217 3.25888  -0.491
C: 2.41462 2.14272 1.93688  -0.747
C: 1.91614 0.33242 -3.64665  0.068
C: 1.23144 0.98751 -4.66595  -0.451
C: -2.62020 -2.50351 -0.14912  0.403
C: 1.92979 1.41247 -5.78258  -0.675
C: -5.94219 -1.03676 -1.12019  -0.729
C: -1.86497 -6.27417 0.69510  -0.717
C: 0.57162 -5.91243 1.05030  -0.963
C: -4.93143 -3.44515 -0.16802  -0.140
C: 1.56816 1.76529 0.90760  -0.280
C: -0.90974 -4.07805 0.31971  0.573
H: -6.33681 -0.10429 -1.50034  0.411
H: -0.98689 0.50044 2.75248  0.385
H: -7.85378 -2.00557 -1.07168  0.400
H: -1.48328 0.65155 0.49670  0.344
H: -4.52545 -4.37651 0.19999  0.314
H: -1.44483 -7.26693 0.53718  0.448
H: 2.70892 2.22875 4.05864  0.402
H: 1.41475 1.92372 -6.58406  0.409
H: 0.69513 -7.20162 -0.68572  0.327
H: 1.16660 -5.15992 1.56177  0.534
H: -6.95357 -4.14184 -0.21961  0.423
H: -2.51467 -6.04043 -0.14356  0.462
H: 0.53218 1.18202 4.58346  0.397
H: 2.22007 -6.97951 0.17423  0.393
H: 1.58792 -5.68273 -0.84595  0.288
H: 1.85700 1.91279 -0.12615  0.320
H: -3.02191 -5.21002 2.17433  0.281
H: -3.45306 -6.91605 1.99513  0.363
H: -0.54447 1.42974 -0.61411  0.492
H: 0.16657 1.15283 -4.57865  0.452
H: -3.91613 -0.33944 -1.06611  0.360
H: 3.36635 2.60107 1.70572  0.396
H: -1.97775 -6.46902 2.85198  0.399
H: 3.80196 -0.41601 -2.93306  0.557
H: 0.35765 -6.69590 1.77693  0.407
H: 3.84343 1.51295 -6.75466  0.429